Entry from the Open Molecules 2025 dataset: an isolated molecule of C5H11N at a distorted geometry (ωB97M-V with the def2-TZVPD basis set).

**Highest occupied orbital energy**: -9.1 eV
**ΔE to the lowest compared entry with this formula, charge and spin**: 62.0 kcal per mole
**Molar mass**: 85.15 g/mol
**Net charge**: 0
**SMILES**: CCN1C[C@H]1C

Cartesian coordinates (Å):
C  -1.9332  1.0597  -0.3304
C  -1.4346  -0.3402  -0.0431
N  -0.0622  -0.4448  -0.4318
C  0.7330  -1.5838  0.2670
C  1.0117  -0.1440  0.4454
C  2.2413  0.5165  -0.1037
H  -2.9837  1.1581  -0.0535
H  -1.3505  1.7847  0.2474
H  -1.8214  1.3044  -1.3917
H  -1.5504  -0.6028  1.0182
H  -2.0145  -1.0818  -0.6199
H  0.2265  -2.0804  1.1093
H  0.6653  -1.8541  -0.7646
H  0.6299  0.2664  1.3819
H  3.0600  0.4778  0.6224
H  2.0174  1.5588  -0.3388
H  2.5655  0.0052  -1.0141